Entry 1:
Entry from the OMol25 dataset: a cluster of 2 separate species, C15H30N2O4Si in total (ωB97M-V/def2-TZVPD).

Its SMILES is [H]/N=C/C[C@]1(O)C(=O)N[C@@H]([Si](C)(C)C)[C@H]1C[C@@H](C)O.CC(C)=O. The HOMO-LUMO gap comes out at 9.9 eV. The value obtained for the total energy is -1289.5033 a.u. As for the charge: 0. The value obtained for the LUMO energy is 0.0151 Eh.

```
52
Properties=species:S:1:pos:R:3:mulliken_charge:R:1
C 1.023 2.069 1.337 -1.80
C 0.331 0.707 1.504 1.20
O 0.658 0.201 2.811 -0.60
C -1.198 0.842 1.379 -1.19
C -1.922 0.239 0.150 0.10
C -1.234 -0.813 -0.747 -0.17
Si 0.161 -0.409 -2.016 0.46
C -0.500 -0.086 -3.740 -1.25
C 1.329 1.011 -1.608 -1.07
C 1.229 -1.961 -2.049 -0.95
N -2.354 -1.192 -1.659 -0.38
C -3.118 -0.018 -1.866 -0.33
O -4.037 0.086 -2.653 -0.59
C -2.680 1.112 -0.853 0.76
O -1.917 2.125 -1.475 -0.64
C -4.002 1.698 -0.342 -1.08
C -3.886 2.696 0.769 -0.19
N -4.873 2.897 1.547 -0.72
H 1.045 2.536 2.319 0.50
H 0.465 2.739 0.688 0.39
H 2.044 1.981 0.988 0.29
H 0.748 -0.042 0.842 -0.10
H 0.153 0.702 3.450 0.39
H -1.449 1.895 1.486 0.16
H -1.624 0.347 2.247 0.38
H -2.747 -0.326 0.594 0.40
H -0.966 -1.663 -0.126 0.81
H -0.926 0.916 -3.789 0.31
H -1.253 -0.805 -4.045 0.36
H 0.321 -0.110 -4.453 0.40
H 0.866 1.956 -1.354 0.33
H 2.021 0.710 -0.827 0.19
H 1.933 1.179 -2.500 0.52
H 1.744 -2.076 -2.995 0.35
H 0.569 -2.810 -1.865 0.29
H 1.920 -1.928 -1.209 0.18
H -2.963 -1.890 -1.241 0.37
H -1.193 2.339 -0.887 0.40
H -4.693 0.913 -0.053 0.35
H -4.453 2.223 -1.184 0.52
H -2.968 3.274 0.873 0.43
H -4.666 3.634 2.216 0.26
C 5.500 -2.546 1.551 -1.17
C 3.996 -2.645 1.489 0.81
O 3.398 -2.554 0.443 -0.53
C 3.272 -2.859 2.796 -1.07
H 5.897 -2.392 0.550 0.30
H 5.793 -1.710 2.188 0.34
H 5.919 -3.464 1.966 0.35
H 3.481 -2.033 3.478 0.31
H 3.605 -3.789 3.259 0.39
H 2.201 -2.910 2.616 0.23
```

---

Entry 2:
Entry from the OMol25 dataset: a structure of composition C27H36ClF5N6O3RuS3Sb (ωB97M-V/def2-TZVPD).

The HOMO-LUMO gap comes out at 6.5 eV. The value obtained for the total energy is -4093.9888 a.u. Its energy above the lowest of the compared OMol25 structures with the same formula, charge and spin is 3.0 kcal/mol. As for the charge: -1. The value obtained for the LUMO energy is 0.0781 Eh.

```
83
Properties=species:S:1:pos:R:3:mulliken_charge:R:1
Ru 0.769 -0.295 0.300 1.50
C 1.865 0.825 3.476 -0.50
N 0.585 1.325 3.939 0.09
C -0.098 0.376 4.810 -1.05
C -0.166 2.088 3.073 0.09
N 0.208 2.203 1.844 -0.10
C -0.262 3.202 0.977 -0.23
C -0.755 4.457 1.344 -0.66
C -1.255 5.339 0.393 -0.74
C -1.286 4.983 -0.946 -1.00
C -0.702 3.785 -1.340 -0.65
C -0.154 2.936 -0.396 1.25
N 0.543 1.270 -2.429 0.27
C 1.038 1.727 -3.528 0.23
N 0.629 1.040 -4.699 -0.12
C -0.615 0.290 -4.537 -0.77
C 1.688 0.160 -5.204 -0.87
N 1.846 2.793 -3.779 0.52
C 2.194 3.212 -5.126 -1.34
C 2.550 3.562 -2.765 -0.99
N -1.262 2.694 3.670 0.89
C -1.220 3.194 5.026 -1.33
C -2.559 2.767 3.038 -1.49
H 2.422 0.453 4.337 0.29
H 2.434 1.607 2.982 0.34
H 1.744 -0.001 2.768 -0.14
H -0.071 -0.625 4.368 0.24
H -1.137 0.653 4.950 0.38
H 0.395 0.338 5.784 0.30
H -0.733 4.748 2.384 0.55
H -1.634 6.304 0.709 0.37
H -1.725 5.644 -1.682 0.41
H -0.658 3.507 -2.386 0.39
H -1.415 0.956 -4.220 0.30
H -0.527 -0.509 -3.796 0.16
H -0.862 -0.136 -5.511 0.32
H 2.658 0.651 -5.175 0.29
H 1.459 -0.122 -6.234 0.32
H 1.757 -0.752 -4.599 0.15
H 1.464 2.847 -5.838 0.39
H 3.190 2.854 -5.405 0.34
H 2.208 4.304 -5.150 0.41
H 2.390 3.167 -1.771 0.28
H 2.218 4.604 -2.804 0.36
H 3.624 3.517 -2.957 0.44
H -0.208 3.136 5.416 0.39
H -1.889 2.637 5.693 0.39
H -1.541 4.242 5.038 0.34
H -2.517 2.376 2.026 0.63
H -2.915 3.802 2.993 0.29
H -3.285 2.178 3.610 0.34
S 4.434 0.694 -2.851 -0.58
Sb 3.663 -1.053 -1.657 0.39
S 3.130 -0.253 0.474 -0.77
S 0.969 1.652 -0.860 -0.33
F -1.704 -1.849 0.012 -0.19
C -1.323 -0.510 0.084 0.21
F -1.921 0.057 -1.037 -0.30
C -2.179 0.041 1.250 0.47
F -1.566 -0.127 2.444 -0.22
F -2.391 1.362 1.105 -0.31
F -3.391 -0.527 1.378 -0.33
C 0.272 -7.491 -0.761 -1.54
C -0.579 -6.730 0.220 1.15
C -1.858 -7.173 0.541 -0.66
C -2.642 -6.457 1.426 0.33
Cl -4.240 -7.051 1.820 -0.26
C -2.190 -5.284 2.002 -0.80
C -0.915 -4.836 1.694 -0.14
C -0.116 -5.558 0.819 -0.19
O 1.177 -5.147 0.565 -0.59
C 1.303 -4.249 -0.524 -0.59
C 0.985 -2.803 -0.201 1.00
O 0.938 -2.003 -1.192 -0.98
O 0.819 -2.411 0.966 -0.97
H 0.086 -8.563 -0.687 0.48
H 1.329 -7.301 -0.583 0.35
H 0.048 -7.185 -1.786 0.27
H -2.242 -8.085 0.102 0.41
H -2.824 -4.728 2.678 0.44
H -0.528 -3.911 2.098 0.53
H 0.678 -4.558 -1.367 0.25
H 2.347 -4.277 -0.846 0.21
```

---

Entry 3:
Entry from the OMol25 dataset: a structure of composition C17H18FeN6O3S2 (ωB97M-V/def2-TZVPD).

Its spin multiplicity is 5. The HOMO-LUMO gap (spin up / spin down) comes out at 8.0 / 7.8 eV. The value obtained for the total energy is -3273.0067 a.u. Its energy above the lowest of the compared OMol25 structures with the same formula, charge and spin is 0.0 kcal/mol. As for the charge: 0. The value obtained for the LUMO energy (spin up / spin down) is -0.0171 / -0.0213 Eh.

```
47
Properties=species:S:1:pos:R:3:mulliken_spin:R:1
Fe 0.133 -0.016 0.078 3.77
N -3.647 0.523 -1.769 0.00
C -2.420 0.033 -1.973 0.00
N -1.593 0.582 -1.117 0.01
C -2.394 1.403 -0.374 0.00
N -3.650 1.397 -0.745 0.00
C -1.842 2.150 0.760 -0.01
C -2.557 3.098 1.474 0.00
N -2.025 3.735 2.510 0.00
C -0.775 3.424 2.826 0.00
C -0.042 2.481 2.115 0.00
N -0.577 1.841 1.083 0.02
H -4.503 0.302 -2.247 0.00
H -2.176 -0.693 -2.729 0.00
H -3.578 3.338 1.202 0.00
H -0.335 3.924 3.680 0.00
H 0.962 2.221 2.401 0.01
O 3.007 -1.002 4.203 0.00
S 2.975 0.235 3.486 0.00
O 2.457 1.406 4.146 0.00
N 2.170 0.051 2.045 -0.03
C 2.949 0.285 1.033 0.02
S 2.432 0.283 -0.595 0.02
C 4.367 0.606 1.378 0.00
C 5.429 0.890 0.538 0.00
C 6.664 1.162 1.114 0.00
C 6.830 1.154 2.495 0.00
C 5.762 0.874 3.341 0.00
C 4.548 0.604 2.749 0.00
H 5.292 0.896 -0.535 0.00
H 7.511 1.385 0.479 0.00
H 7.803 1.369 2.917 0.00
H 5.879 0.867 4.416 0.00
C -1.062 -1.148 3.325 0.00
C -0.966 -2.071 2.109 0.00
C 0.229 -3.012 2.250 0.01
C -2.258 -2.875 1.964 0.01
O -0.818 -1.292 0.954 0.17
H -1.204 -1.717 4.246 0.00
H -1.909 -0.468 3.206 0.00
H -0.149 -0.560 3.421 0.00
H 0.145 -3.624 3.151 0.00
H 1.151 -2.433 2.308 0.00
H 0.282 -3.675 1.384 0.00
H -2.430 -3.512 2.835 0.00
H -2.203 -3.507 1.076 0.00
H -3.108 -2.197 1.855 0.00
```

---

Entry 4:
Entry from the OMol25 dataset: a structure of composition C2H12MnNO (ωB97M-V/def2-TZVPD).

Its spin multiplicity is 4. The HOMO-LUMO gap (spin up / spin down) comes out at 9.4 / 8.3 eV. The value obtained for the total energy is -1364.0362 a.u. Its energy above the lowest of the compared OMol25 structures with the same formula, charge and spin is 0.0 kcal/mol. As for the charge: +1. The value obtained for the LUMO energy (spin up / spin down) is -0.1754 / -0.1496 Eh.

```
17
Properties=species:S:1:pos:R:3:mulliken_spin:R:1
C -0.722 -2.406 -2.577 0.00
Mn 0.696 0.751 1.031 3.21
N -0.117 2.727 1.446 -0.03
H 0.602 1.099 -0.552 -0.21
H -0.933 2.630 2.050 0.01
H -0.887 -1.518 -3.146 0.00
H -1.366 -3.238 -2.851 0.00
H -0.903 -2.172 -1.518 0.00
H 0.329 -2.679 -2.701 0.00
H 0.425 3.521 1.793 0.01
H -0.458 2.969 0.526 0.00
C 0.381 -1.084 3.311 -0.01
O 1.386 -0.566 2.427 0.01
H -0.549 -0.570 3.045 0.01
H 0.651 -0.832 4.342 0.00
H 0.274 -2.160 3.174 0.00
H 2.124 -1.192 2.310 0.00
```